No. 1
Here is a molecular structure, C24H29BeN3OSi from the Open Molecules 2025 dataset. Energies are from the ωB97M-V functional and the def2-TZVPD basis.

Output
* HOMO: -7.24 eV
* HOMO-LUMO gap: 7.1113 eV
* spin multiplicity: 1
* DFT total energy: -1475.81542 hartree

CARTESIAN COORDINATES (ANGSTROEM)
1 Be 0.05 -0.03 -0.17
2 O 0.05 -0.12 1.62
3 C 1.26 -0.05 2.39
4 C 2.00 -1.37 2.32
5 C 2.14 -1.95 0.90
6 C 2.68 -0.94 -0.07
7 C 3.97 -1.02 -0.56
8 C 4.46 0.00 -1.37
9 C 3.65 1.09 -1.63
10 C 2.36 1.09 -1.13
11 N 1.87 0.08 -0.40
12 H -0.57 0.57 1.91
13 H 1.01 0.16 3.43
14 H 1.88 0.77 2.01
15 H 1.48 -2.11 2.93
16 H 2.99 -1.21 2.76
17 H 1.16 -2.26 0.54
18 H 2.79 -2.82 0.93
19 H 4.59 -1.86 -0.30
20 H 5.46 -0.06 -1.78
21 H 4.00 1.92 -2.22
22 H 1.69 1.91 -1.31
23 N -3.56 -5.96 -2.15
24 C -2.93 -5.05 -1.84
25 C -2.15 -3.92 -1.45
26 C -1.17 -3.40 -2.29
27 C -0.45 -2.28 -1.92
28 C -0.66 -1.60 -0.71
29 C -1.63 -2.18 0.13
30 C -2.36 -3.30 -0.21
31 H -0.98 -3.89 -3.24
32 H 0.32 -1.94 -2.61
33 H -1.81 -1.74 1.10
34 H -3.09 -3.72 0.47
35 C -2.68 1.30 1.60
36 Si -1.53 2.39 0.54
37 C -0.23 3.18 1.70
38 C -2.66 3.86 0.16
39 N -0.74 1.43 -0.65
40 C -0.81 1.68 -2.03
41 C -0.27 0.75 -2.95
42 C -0.32 0.95 -4.32
43 C -0.90 2.08 -4.86
44 C -1.44 3.01 -3.98
45 C -1.39 2.82 -2.61
46 H -2.97 1.82 2.52
47 H -2.28 0.32 1.88
48 H -3.59 1.10 1.04
49 H -0.70 3.93 2.34
50 H 0.54 3.68 1.12
51 H 0.28 2.49 2.38
52 H -3.11 4.20 1.10
53 H -3.48 3.59 -0.51
54 H -2.13 4.71 -0.27
55 H 0.18 -0.15 -2.57
56 H 0.12 0.20 -4.97
57 H -0.95 2.23 -5.93
58 H -1.90 3.91 -4.36
59 H -1.80 3.59 -1.97

---

No. 2
Here is a single C24H29BrN4O4 molecule in a non-equilibrium geometry from the Open Molecules 2025 dataset. Energies are from the ωB97M-V functional and the def2-TZVPD basis.

Output
* HOMO: -8.24 eV
* HOMO-LUMO gap: 7.7441 eV
* SMILES: NC(=O)C[C@H](NC(=O)c1cccc(Br)c1)c1ccc(NC2CCCCCCC2)c([N+](=O)[O-])c1
* spin multiplicity: 1
* DFT total energy: -4025.92706 hartree

CARTESIAN COORDINATES (ANGSTROEM)
1 N -4.72 0.85 -1.35
2 C -4.00 0.29 -0.36
3 O -3.59 0.94 0.58
4 C -3.75 -1.21 -0.49
5 C -2.26 -1.53 -0.28
6 N -1.88 -1.15 1.06
7 C -1.45 -2.04 1.98
8 O -1.19 -3.20 1.72
9 C -1.27 -1.48 3.36
10 C -2.01 -0.41 3.85
11 C -1.81 0.04 5.14
12 C -0.88 -0.57 5.96
13 C -0.15 -1.64 5.47
14 Br 1.13 -2.50 6.59
15 C -0.34 -2.11 4.18
16 C -1.35 -0.84 -1.28
17 C 0.02 -0.72 -1.00
18 C 0.88 -0.11 -1.87
19 C 0.44 0.44 -3.10
20 N 1.28 1.01 -3.97
21 C 2.68 1.32 -3.77
22 C 2.83 2.60 -2.92
23 C 2.51 3.89 -3.68
24 C 3.70 4.85 -3.77
25 C 5.03 4.23 -4.19
26 C 4.99 3.35 -5.45
27 C 4.78 1.85 -5.21
28 C 3.32 1.38 -5.17
29 C -0.95 0.32 -3.38
30 N -1.56 0.86 -4.52
31 O -2.78 0.80 -4.62
32 O -0.86 1.39 -5.39
33 C -1.80 -0.33 -2.47
34 H -5.00 0.35 -2.18
35 H -4.88 1.84 -1.32
36 H -4.31 -1.71 0.31
37 H -4.10 -1.60 -1.44
38 H -2.10 -2.62 -0.35
39 H -2.15 -0.21 1.32
40 H -2.76 0.08 3.24
41 H -2.39 0.87 5.53
42 H -0.72 -0.23 6.97
43 H 0.21 -2.95 3.80
44 H 0.40 -1.12 -0.08
45 H 1.92 -0.04 -1.61
46 H 0.84 1.40 -4.80
47 H 3.15 0.50 -3.22
48 H 2.16 2.49 -2.06
49 H 3.84 2.64 -2.53
50 H 1.69 4.42 -3.19
51 H 2.17 3.66 -4.69
52 H 3.44 5.64 -4.47
53 H 3.85 5.32 -2.79
54 H 5.46 3.65 -3.37
55 H 5.72 5.06 -4.37
56 H 4.24 3.73 -6.14
57 H 5.96 3.46 -5.95
58 H 5.30 1.54 -4.31
59 H 5.26 1.33 -6.05
60 H 2.72 2.01 -5.82
61 H 3.27 0.37 -5.57
62 H -2.83 -0.41 -2.78